ORCA calculation (ωB97M-V with the def2-TZVPD basis set) on C5H8S in the gas phase.

Structure (XYZ):
```
14
Properties=species:S:1:pos:R:3:forces:R:3:lowdin_charge:R:1
C 1.66219 1.10290 0.71171 0.9 1.0 0.9 0.002
C 0.80955 0.47727 -0.12577 0.3 -1.2 1.5 -0.243
C -1.40520 0.29699 -2.21827 0.4 1.0 0.8 -0.409
C -0.01386 -0.71774 0.09501 -0.3 2.0 -2.8 -0.561
C -0.31616 -1.20908 1.42681 -3.1 -2.0 -0.1 -0.150
S -1.18893 -0.96494 -1.18406 0.5 -0.5 1.2 0.956
H 2.16479 2.10543 0.51655 -0.7 -1.6 -0.4 0.071
H 1.98203 0.73564 1.70604 -0.8 0.0 -0.5 0.057
H 0.75050 0.79504 -1.11697 -0.1 1.0 -1.4 0.044
H -1.26753 1.37294 -2.03904 0.3 -0.8 0.2 0.031
H -1.78565 0.02440 -3.16181 -0.4 -0.4 -0.9 -0.026
H -1.35272 -1.72860 1.53723 1.6 1.0 -0.5 0.111
H -0.36859 -0.35799 2.02534 0.0 1.3 1.6 0.056
H 0.32957 -1.93226 1.82723 1.4 -0.8 0.5 0.060
```
Forces are in eV/Å.

* E_HOMO (alpha / beta): -7.378 / -7.397 eV
* Kohn-Sham gap (alpha / beta): 0.258 / 0.270 hartree
* 2S+1: 1

=====

ORCA calculation (ωB97M-V with the def2-TZVPD basis set) on C5H9N3 in the gas phase.

Structure (XYZ):
```
17
Properties=species:S:1:pos:R:3:forces:R:3:lowdin_charge:R:1
H -2.35818 -2.31671 0.45809 0.1 0.1 -0.2 0.041
N -2.95649 -1.56645 0.09964 0.6 1.1 0.0 0.063
C -2.30539 -0.50565 -0.17396 2.2 -1.4 -0.3 -0.160
C -0.58659 -0.32032 -0.09988 -6.0 -0.9 -0.1 -0.254
C 0.22943 -1.53754 -0.30833 0.4 -0.1 -0.2 -0.073
C -0.38686 0.90881 0.26196 6.2 2.2 -0.2 0.004
C 1.28455 1.28489 0.38417 -2.2 -1.5 0.9 -0.464
N 1.80722 2.14552 -0.52470 -0.3 0.5 -0.3 0.093
N 2.06173 0.75395 1.25372 -0.6 -0.1 -0.2 0.084
H 1.56536 0.10268 1.86453 0.0 0.4 -0.1 0.038
H -2.86884 0.35370 -0.57880 0.4 -0.2 0.3 0.092
H -0.29141 -2.25855 -0.94523 -0.1 0.1 0.2 0.080
H 0.46147 -2.02359 0.64334 0.0 0.0 -0.1 0.089
H 1.17281 -1.31410 -0.81265 0.0 0.1 0.2 0.084
H -1.00368 1.78856 0.34407 -0.6 -0.4 0.0 0.093
H 1.36713 2.20996 -1.43010 0.2 0.1 0.2 0.091
H 2.80773 2.29485 -0.43587 -0.3 -0.1 -0.3 0.099
```
Forces are in eV/Å.

* E_HOMO: -9.188 eV
* Kohn-Sham gap: 0.367 hartree
* 2S+1: 1
* SMILES: [H]\N=C/C(C)=C/C(N)=N\[H]

=====

ORCA calculation (ωB97M-V with the def2-TZVPD basis set) on 2 unconnected molecules or ions with the total composition C2H4ClI.

Structure (XYZ):
```
8
Properties=species:S:1:pos:R:3:forces:R:3:lowdin_charge:R:1
C -0.17090 -0.34520 0.01670 -0.1 -0.1 0.0 -0.173
C 1.02554 0.40589 -0.37454 -0.1 -0.4 -1.5 -0.589
Cl 2.51381 -0.35182 -0.45485 -0.3 0.2 0.2 0.742
I 0.30805 0.70089 -3.77144 0.2 -0.1 1.4 -0.308
H -1.06765 0.20635 -0.24969 0.0 0.0 0.0 0.086
H -0.17344 -0.50090 1.10361 0.1 0.1 0.1 0.103
H -0.18602 -1.33358 -0.44292 0.0 0.1 0.0 0.090
H 1.03161 1.47856 -0.47630 0.1 0.1 0.0 0.049
```
Forces are in eV/Å.

* E_HOMO (alpha / beta): -8.196 / -8.196 eV
* Kohn-Sham gap (alpha / beta): 0.201 / 0.201 hartree
* 2S+1: 1

=====

ORCA calculation (ωB97M-V with the def2-TZVPD basis set) on a molecular structure, C13H7ClIrN3O8.

Structure (XYZ):
```
33
Properties=species:S:1:pos:R:3:forces:R:3:lowdin_charge:R:1
Ir 0.80449 0.28191 1.01795 0.1 -0.5 -0.2 1.456
O -0.99853 -0.11420 4.17583 0.0 0.0 0.1 -0.219
Cl 0.30043 0.12830 3.70731 0.0 -0.1 0.3 0.740
O 1.29007 0.20156 4.69327 0.0 0.0 0.0 -0.204
O 0.32984 1.33393 2.82456 0.1 0.4 -0.2 -0.429
O 0.65510 -0.95096 2.67565 0.0 -0.1 -0.2 -0.442
O 2.70186 -3.38058 -4.48217 -0.1 0.1 0.0 -0.009
C 1.81684 -3.76031 -3.70416 0.4 -0.4 0.1 -0.689
O 1.11861 -4.78350 -3.64996 -0.1 0.1 0.0 -0.020
C 1.58602 -2.79467 -2.51225 -0.2 0.2 0.1 -0.054
C 0.63746 -3.09219 -1.53997 0.0 -0.1 0.0 0.034
C 0.40916 -2.21336 -0.50533 0.1 0.1 -0.1 -0.088
N 1.09703 -1.06442 -0.42819 -0.1 -0.1 0.2 -0.099
C 2.03868 -0.76659 -1.34468 -0.1 0.1 0.1 -0.157
C 2.30673 -1.60829 -2.39518 0.1 0.0 -0.1 0.097
C 2.71748 0.53676 -1.07655 0.0 0.0 0.0 -0.518
O 3.58991 1.01078 -1.74123 0.0 0.0 -0.1 0.155
O 2.25161 1.16321 0.01890 0.0 0.2 0.2 -0.200
H 0.09795 -4.02574 -1.63986 0.0 0.0 0.0 0.127
H -0.31195 -2.39444 0.28223 0.0 0.0 0.0 0.116
H 3.05563 -1.36958 -3.13984 0.0 0.0 0.0 0.143
N -3.66244 4.38574 -3.09537 0.0 0.0 0.0 0.202
C -2.93597 3.74358 -2.48195 0.0 0.0 0.0 -0.147
C -2.02884 2.94193 -1.70683 0.0 -0.1 0.0 -0.184
C -2.37690 1.64526 -1.33661 0.0 0.0 0.0 0.032
C -1.49053 0.91633 -0.58051 0.1 0.0 0.0 -0.063
N -0.30223 1.41613 -0.19701 -0.2 0.0 -0.2 -0.105
C 0.04665 2.65736 -0.56251 0.0 0.0 0.1 -0.045
C -0.79956 3.44889 -1.31403 0.1 0.0 0.0 0.041
H -3.32057 1.21064 -1.63078 0.0 0.0 0.0 0.137
H -1.70882 -0.09466 -0.26632 0.0 0.0 0.0 0.121
H 1.02338 2.99170 -0.24660 0.0 0.0 0.0 0.132
H -0.49163 4.44811 -1.58438 0.0 0.0 0.0 0.139
```
Forces are in eV/Å.

* E_HOMO: -8.286 eV
* Kohn-Sham gap: 0.213 hartree
* 2S+1: 1

=====

ORCA calculation (ωB97M-V with the def2-TZVPD basis set) on 9 unconnected molecules or ions with the total composition C5H31N2O8.

Structure (XYZ):
```
46
Properties=species:S:1:pos:R:3:forces:R:3:lowdin_charge:R:1
C 1.78332 -1.00947 1.97696 -1.8 0.6 0.1 -0.061
N 2.61759 0.14600 1.58789 2.7 -3.8 1.3 0.134
C 3.55427 -0.04693 0.44797 -2.6 1.6 -1.2 0.038
C 0.27147 -0.45916 1.79600 2.2 1.1 2.1 -0.281
N -0.33233 -1.12452 0.62341 -1.6 0.2 1.5 0.226
C -2.02068 -0.24475 2.90895 1.1 -0.5 -0.5 -0.056
C -0.51314 -0.57413 3.11997 -0.4 -0.4 0.1 -0.174
H 1.97362 -1.90248 1.36702 0.1 0.4 -0.2 0.151
H 1.91023 -1.28169 3.04619 0.2 0.5 -0.7 0.153
H 3.21132 0.27072 2.42135 -0.6 1.7 0.0 0.181
H 4.12122 -0.92210 0.75512 0.5 0.0 -0.3 0.142
H 4.03191 0.89469 0.21687 1.0 -0.1 0.6 0.118
H 2.94910 -0.18171 -0.47255 0.5 -0.9 0.5 0.075
H 0.51655 0.65700 1.77798 -1.3 -1.2 -1.4 0.133
H -1.23181 -0.63973 0.46725 0.1 -0.3 -0.3 0.162
H -0.58050 -2.11619 0.78248 0.4 0.3 -0.1 0.204
H 0.24089 -0.93166 -0.18981 -0.1 -0.3 -0.9 0.080
H -1.98858 0.54449 2.16245 -0.6 0.0 -0.5 0.047
H -2.45356 0.24600 3.75921 -0.1 -0.2 0.7 0.088
H -2.63768 -1.09474 2.60252 0.1 0.3 -0.1 0.098
H -0.20306 0.23161 3.80850 0.6 -0.6 -0.3 0.131
H -0.21943 -1.56329 3.51658 -0.8 0.4 0.4 0.126
H -2.83061 0.60406 -2.00578 -0.1 0.0 0.0 0.005
H -3.62609 0.82337 -3.25962 -0.1 0.2 0.0 0.059
O -3.47159 1.21252 -2.38746 0.1 -0.3 -0.1 -0.052
H 0.85942 3.89631 -3.46953 -0.1 0.1 0.0 0.044
H -0.04394 2.69817 -3.10234 -0.3 0.2 -0.2 0.011
O 0.66892 2.97832 -3.68127 0.3 -0.4 0.2 -0.051
H -1.47818 -4.35321 -2.53374 -0.1 0.2 0.1 0.054
H -0.82642 -3.07811 -3.04403 -0.1 0.0 -0.1 0.014
O -1.24443 -3.45520 -2.26254 0.2 -0.1 0.1 -0.073
H -3.83396 1.83146 1.23673 0.0 0.1 0.0 0.044
H -4.19027 1.55381 -0.21262 0.3 0.0 -0.2 0.044
O -3.43486 1.58541 0.39510 -0.1 -0.2 0.2 -0.079
H -0.67920 -0.72911 -3.03671 -0.4 0.0 0.3 -0.016
H -0.23564 -0.47297 -4.40646 -0.4 0.2 -0.6 0.053
O -1.05891 -0.58430 -3.91141 0.8 -0.2 0.3 -0.034
H 1.30202 0.53822 -1.08632 -0.4 0.2 -0.6 0.046
H -0.00565 1.32131 -0.85735 -0.1 0.1 -0.2 0.099
O 0.33604 0.46357 -1.14789 0.7 0.7 -0.1 -0.040
H 2.55170 -2.24880 -2.20668 0.0 0.1 -0.6 0.071
H 1.78489 -1.06830 -2.96171 0.5 -0.3 -0.3 0.057
O 1.81224 -1.63363 -2.18467 -0.4 0.3 1.0 -0.041
H 0.08330 2.99825 2.51396 0.1 0.4 0.0 0.052
H 1.57160 3.45239 2.38550 -0.4 0.1 0.2 0.062
O 0.98892 2.76850 2.74453 0.3 -0.6 -0.3 -0.044
```
Forces are in eV/Å.

* E_HOMO (alpha / beta): -16.129 / -16.129 eV
* Kohn-Sham gap (alpha / beta): 0.366 / 0.166 hartree
* charge: +2
* 2S+1: 2

=====

ORCA calculation (ωB97M-V with the def2-TZVPD basis set) on a molecular structure, C20H33N4O7P2PtS3Te.

Structure (XYZ):
```
71
Properties=species:S:1:pos:R:3:forces:R:3:lowdin_charge:R:1
Pt -0.20727 -0.74923 1.36027 0.2 0.0 0.1 0.576
N -0.10441 4.10777 -6.69907 0.0 0.1 0.0 0.129
C 0.00191 3.23858 -5.65684 0.0 0.0 0.0 -0.304
C 0.80738 3.54773 -4.54853 0.0 0.0 0.0 -0.015
C 0.89896 2.67660 -3.48644 0.0 0.0 0.0 -0.077
C 0.18935 1.47907 -3.51648 -0.1 0.0 -0.1 -0.384
C -0.61515 1.15329 -4.60802 0.0 0.0 0.0 -0.063
C -0.71094 2.02617 -5.66624 0.0 0.0 0.0 -0.014
S 0.28034 0.38295 -2.17777 0.3 0.1 0.3 0.589
O 0.20256 -0.97861 -2.62422 0.0 0.0 0.1 -0.266
O 1.35030 0.80671 -1.32368 -0.2 -0.1 -0.1 -0.287
N -1.20038 0.62240 -1.36478 0.2 -0.3 -0.3 -0.550
C -1.95036 -0.54716 -1.14741 0.1 -0.3 -0.2 -0.516
N -1.69142 -1.29837 -0.04839 0.2 0.5 -0.6 -0.027
C -2.31864 -2.47814 0.00967 -0.1 -0.1 0.4 -0.118
C -3.22020 -2.88490 -0.94709 0.0 -0.1 0.0 -0.004
C -3.46413 -2.01139 -1.98738 0.0 0.0 -0.1 -0.072
N -2.82206 -0.85369 -2.08736 -0.2 -0.1 0.0 0.155
H 0.51403 4.89576 -6.75986 0.0 0.0 0.0 0.105
H -0.55835 3.82141 -7.54706 0.0 0.0 0.0 0.105
H 1.36411 4.47636 -4.53617 0.0 0.0 0.0 0.117
H 1.52111 2.90659 -2.63199 0.0 0.0 0.0 0.119
H -1.15168 0.21282 -4.62048 0.0 0.0 0.0 0.120
H -1.32741 1.77661 -6.52059 0.0 0.0 0.0 0.118
H -2.10087 -3.09404 0.87288 0.0 0.0 -0.1 0.059
H -3.72201 -3.83718 -0.86853 0.0 0.0 0.0 0.119
H -4.17081 -2.24553 -2.77425 0.0 0.0 0.0 0.124
C 2.60305 -2.67612 -0.51056 0.0 0.0 0.0 -0.064
C 3.66386 -2.41138 0.53334 0.0 0.0 0.0 -0.398
C 4.21363 -1.00301 0.48357 0.0 0.0 0.0 -0.051
O 3.19844 -2.73128 1.89830 0.0 0.1 0.0 -0.281
P 1.95879 -2.24567 2.72484 -0.1 -0.1 0.0 -0.032
S 1.56892 -0.28339 2.76467 0.0 0.1 0.0 0.395
S 0.17791 -2.90561 1.98737 0.1 -0.2 -0.1 0.348
O 2.27964 -2.74684 4.16750 0.0 0.0 0.0 -0.273
C 2.79684 -4.05590 4.59638 0.0 0.0 0.0 -0.404
C 4.30843 -4.03740 4.55770 0.0 0.0 0.0 -0.039
C 2.17519 -5.18401 3.80121 0.0 0.0 0.0 -0.060
H 3.07147 -2.61508 -1.49385 0.0 0.0 0.0 0.098
H 1.80955 -1.93126 -0.47420 0.0 0.0 0.0 0.033
H 2.16929 -3.66862 -0.39488 0.0 0.0 0.0 0.081
H 4.47601 -3.12935 0.42130 0.0 0.0 0.0 0.144
H 3.41560 -0.26312 0.53194 0.0 0.0 0.0 0.047
H 4.74437 -0.87389 -0.46090 0.0 0.0 0.0 0.094
H 4.91727 -0.82911 1.29777 0.0 0.0 0.0 0.090
H 2.45241 -4.10177 5.62852 0.0 0.0 0.0 0.146
H 4.67350 -4.00295 3.53239 0.0 0.0 0.0 0.078
H 4.68870 -4.94283 5.03220 0.0 0.0 0.0 0.092
H 4.69494 -3.17733 5.10289 0.0 0.0 0.0 0.091
H 2.49896 -5.16048 2.75934 0.0 0.0 0.0 0.080
H 1.08699 -5.14389 3.84475 0.0 0.0 0.0 0.072
H 2.49524 -6.13450 4.22889 0.0 0.0 0.0 0.094
C -5.01418 0.93779 2.43068 0.0 0.0 0.0 -0.055
C -4.07514 1.99776 1.91459 -0.1 0.0 0.0 -0.267
O -2.78062 1.38469 1.71218 0.1 -0.1 0.1 -0.262
P -1.59359 2.15804 1.02181 -0.6 0.5 -0.2 0.291
O -0.35437 1.35376 1.09609 0.1 0.2 0.4 -0.479
Te -2.14740 2.40413 -1.35808 0.1 -0.1 0.1 1.299
O -1.49724 3.57705 1.68012 0.2 -0.2 0.2 -0.228
C -2.04478 4.80403 1.14403 0.0 0.1 -0.1 -0.286
C -0.93608 5.68098 0.62075 0.0 0.0 0.0 -0.061
H -5.99610 1.37309 2.61455 0.0 0.0 0.0 0.089
H -4.63851 0.51747 3.36202 0.0 0.0 0.0 0.089
H -5.12210 0.13503 1.70253 0.0 0.0 0.0 0.081
H -3.95946 2.81551 2.62735 0.0 0.0 0.0 0.123
H -4.42582 2.40248 0.95923 0.0 0.0 0.0 0.098
H -2.57871 5.27100 1.96920 0.0 0.0 0.0 0.129
H -2.78668 4.57307 0.36946 0.0 0.0 0.0 0.071
H -0.20451 5.86512 1.40600 0.0 0.0 0.0 0.092
H -1.34706 6.63769 0.29708 0.0 0.0 0.0 0.091
H -0.43059 5.21351 -0.22423 0.0 0.0 0.0 0.069
```
Forces are in eV/Å.

* E_HOMO: -10.613 eV
* Kohn-Sham gap: 0.277 hartree
* charge: +1
* 2S+1: 1

=====

ORCA calculation (ωB97M-V with the def2-TZVPD basis set) on a gas-phase ion, C3H13N4 (charge +1).

Structure (XYZ):
```
20
Properties=species:S:1:pos:R:3:forces:R:3:lowdin_charge:R:1
C 0.23495 2.43180 0.91675 -1.0 -2.6 3.8 -0.076
N -0.37296 1.22702 0.33013 2.0 0.2 -2.1 -0.084
N 0.70037 0.68467 -0.55950 -2.3 -3.3 3.7 -0.025
N 0.36457 -0.66014 -0.83752 -0.5 -0.9 0.5 -0.224
C -0.71796 -1.05474 -1.75387 -0.4 -0.7 1.2 -0.038
C 0.35339 -1.42944 0.31326 2.1 -0.6 2.2 -0.089
N -1.01301 -1.35337 1.40740 0.2 -0.6 -1.4 0.168
H 0.09122 2.25875 2.05047 0.3 0.8 -1.5 0.106
H 1.27830 2.33086 0.77416 1.0 0.6 -0.4 0.067
H -0.23726 3.32008 0.67647 -0.5 1.8 -0.8 0.055
H -1.16446 1.42696 -0.25456 -0.5 0.6 -0.3 0.101
H 1.02475 1.05815 -1.37776 0.2 2.2 -2.6 0.102
H -1.70425 -0.98172 -1.27813 0.0 -0.3 0.1 0.080
H -0.85878 -0.55332 -2.65104 0.6 1.8 -1.5 0.068
H -0.51314 -2.05357 -2.11807 -0.1 -0.5 0.5 0.099
H 0.52301 -2.59453 0.21314 -0.7 2.6 0.0 0.171
H 1.05327 -0.93396 1.07767 -0.6 -1.1 -1.5 0.149
H -1.87963 -1.55248 0.88947 0.3 -0.2 0.5 0.126
H -1.10326 -0.42350 1.80301 0.3 0.3 -0.1 0.103
H -0.82332 -2.04936 2.13805 -0.4 0.2 -0.3 0.141
```
Forces are in eV/Å.

* E_HOMO: -13.106 eV
* Kohn-Sham gap: 0.364 hartree
* charge: +1
* 2S+1: 1
* SMILES: CNNN(C)C[NH3+]

=====

ORCA calculation (ωB97M-V with the def2-TZVPD basis set) on 2 unconnected molecules or ions with the total composition C7H13N2O.

Structure (XYZ):
```
23
Properties=species:S:1:pos:R:3:forces:R:3:lowdin_charge:R:1
C 2.19016 2.78919 0.18733 0.1 -0.2 0.7 -0.086
C 1.67877 1.87099 1.06109 0.2 0.5 -0.3 -0.133
C 0.73483 1.50019 -0.83149 0.1 0.0 0.1 -0.398
C -0.10651 0.95739 -1.92531 0.0 0.1 -0.1 -0.006
C 0.19933 -2.38059 1.32835 -0.4 0.0 -0.4 -0.028
C -2.78747 -2.04014 -0.28412 1.1 0.3 0.0 0.238
C -0.95132 -1.42382 1.04101 1.8 1.1 2.2 -0.198
N 1.58293 2.54163 -1.00745 -0.1 -0.1 -0.2 0.099
N 0.77271 1.08137 0.41589 -0.4 -0.4 -0.5 0.063
O -1.56935 -1.77470 -0.17316 -2.3 -0.9 -1.7 0.035
H 2.91372 3.56350 0.32149 0.2 0.2 0.0 0.111
H -0.26558 -0.10840 -1.78919 0.0 -0.1 0.0 0.061
H -1.07348 1.45877 -1.95034 -0.1 0.0 -0.1 0.085
H 0.38050 1.11864 -2.88687 -0.1 -0.1 0.0 0.087
H 0.67237 -2.08353 2.25824 0.0 0.1 0.1 0.098
H 0.94758 -2.33271 0.54166 0.0 0.0 -0.1 0.091
H -0.15420 -3.40278 1.42510 0.0 -0.2 0.1 0.085
H -3.15879 -2.28950 -1.27101 0.2 0.0 -0.2 0.143
H 1.88795 1.73302 2.10110 0.2 0.1 0.2 0.098
H -3.47287 -2.01898 0.56078 0.2 0.1 0.3 0.146
H -1.67673 -1.39421 1.86017 -0.1 -0.1 -0.3 0.139
H 1.74008 3.04568 -1.86571 0.0 -0.1 0.1 0.165
H -0.48463 -0.41101 0.88245 -0.5 -0.5 -0.1 0.105
```
Forces are in eV/Å.

* E_HOMO: -11.467 eV
* Kohn-Sham gap: 0.202 hartree
* charge: +1
* 2S+1: 1